{
  "formula": "C4H10N3O",
  "method": "wB97M-V/def2-TZVPD",
  "e_tot_ev": -10814.180,
  "multiplicity": 3,
  "relative_energy_kj_mol": 334.3,
  "lumo_energy_ev": [-3.3, -8.3],
  "homo_ev": [-10.97, -14.45],
  "molar_mass_g_mol": 116.1,
  "s2": 2.033,
  "total_charge": 1,
  "elements": ["C", "C", "C", "C", "N", "N", "N", "O", "H", "H", "H", "H", "H", "H", "H", "H", "H", "H"],
  "xyz": [[-0.497, -0.560, 0.405], [1.872, -0.291, -0.001], [1.802, 0.709, -1.109], [3.101, -0.660, 0.679], [0.753, -0.625, 0.531], [-4.190, -0.371, 0.268], [-1.660, -0.594, 0.620], [-4.214, 0.828, -0.535], [-4.166, 1.485, 0.102], [1.327, 0.205, -1.914], [1.324, 1.627, -0.879], [2.798, 0.890, -1.498], [3.723, -1.490, 0.079], [3.790, 0.160, 0.781], [3.125, -1.162, 1.617], [-4.875, -0.225, 1.055], [-4.765, -1.093, -0.380], [-2.688, -0.434, 0.315]],
  "forces_ev_per_angstrom": [[2.1, -1.2, 1.3], [2.4, 0.5, 0.1], [1.0, -0.8, -0.4], [3.4, -2.4, -1.6], [-4.6, 0.3, -0.2], [-2.9, -1.6, -1.7], [0.5, 0.9, -0.7], [-0.3, -2.1, -1.6], [0.2, 2.5, 1.8], [-0.9, -0.2, -0.9], [-0.6, 0.9, 0.4], [0.3, 0.2, 0.4], [-1.2, 1.8, 0.6], [0.2, 0.6, -0.2], [-1.1, -0.1, 1.0], [1.0, -0.2, -0.7], [1.9, 2.0, 1.8], [-1.2, -1.0, 0.8]],
  "lowdin_charge": [-0.09, -0.36, 0.01, -0.03, 0.26, -0.05, 0.32, -0.07, 0.05, 0.09, 0.09, 0.10, 0.15, 0.09, 0.07, 0.14, 0.19, 0.04]
}

{
  "formula": "C4H10N3O2",
  "method": "wB97M-V/def2-TZVPD",
  "e_tot_ev": -12867.550,
  "smiles": "NCCNC(=[NH2+])OC=O",
  "relative_energy_kj_mol": 161.2,
  "lumo_energy_ev": -3.3,
  "homo_ev": -14.41,
  "molar_mass_g_mol": 132.1,
  "total_charge": 1,
  "elements": ["C", "C", "C", "C", "N", "N", "N", "O", "O", "H", "H", "H", "H", "H", "H", "H", "H", "H", "H"],
  "xyz": [[2.606, 0.845, 0.102], [-1.556, 0.524, -0.984], [-1.836, 0.397, 0.576], [0.630, -0.407, -0.304], [-0.438, -0.373, -1.232], [1.278, -1.544, -0.175], [-0.627, -0.009, 1.228], [3.298, -0.064, 0.433], [1.311, 0.754, -0.338], [2.999, 1.955, 0.268], [-2.486, 0.235, -1.662], [-1.286, 1.631, -1.161], [-2.267, 1.446, 0.999], [-2.567, -0.281, 0.614], [-0.903, -1.211, -1.527], [2.272, -1.456, -0.269], [0.650, -2.331, -0.137], [-0.279, 0.738, 1.833], [-0.798, -0.851, 1.737]],
  "forces_ev_per_angstrom": [[1.6, 2.2, 1.5], [-0.4, 2.2, -0.1], [0.4, 5.3, -1.0], [-2.3, 0.1, -2.8], [-0.5, 0.8, 0.4], [-1.0, 0.0, 0.5], [0.4, 0.8, 0.2], [-0.1, -0.1, -0.5], [0.4, 0.9, 0.2], [-1.4, -2.0, -0.9], [2.1, 0.6, 1.6], [-0.3, -1.8, -0.2], [1.1, -2.6, -1.0], [-2.8, -2.8, 0.9], [1.0, -1.1, 0.1], [0.5, -1.0, 0.5], [1.0, -0.6, -0.3], [0.0, -0.6, 0.0], [0.3, -0.5, 0.7]],
  "lowdin_charge": [-0.24, -0.14, -0.18, -0.45, 0.06, 0.23, 0.09, 0.12, 0.09, 0.20, 0.17, 0.14, 0.18, 0.06, 0.14, 0.11, 0.15, 0.15, 0.13]
}

{
  "formula": "C4H10N3O2",
  "method": "wB97M-V/def2-TZVPD",
  "e_tot_ev": -12863.965,
  "smiles": "CC[C@H]([N+]#CN)N(O)O",
  "relative_energy_kj_mol": 507.2,
  "lumo_energy_ev": -3.7,
  "homo_ev": -13.92,
  "molar_mass_g_mol": 132.1,
  "total_charge": 1,
  "elements": ["C", "C", "C", "C", "N", "N", "N", "O", "O", "H", "H", "H", "H", "H", "H", "H", "H", "H", "H"],
  "xyz": [[-2.366, -0.792, 0.076], [2.511, -0.894, 0.156], [1.125, -0.826, -0.429], [0.257, 0.020, 0.419], [-3.617, -0.835, -0.286], [-1.225, -0.598, 0.336], [0.331, 1.382, 0.116], [-0.543, 2.152, 1.007], [0.164, 1.885, -1.144], [2.406, -0.470, 1.210], [3.167, -0.337, -0.422], [2.927, -1.906, 0.021], [1.066, -0.522, -1.484], [0.652, -1.891, -0.265], [0.352, -0.071, 1.510], [-4.232, -1.512, 0.251], [-3.826, -0.317, -1.088], [0.851, 2.593, -1.179], [0.001, 2.937, 1.193]],
  "forces_ev_per_angstrom": [[4.0, 1.5, 0.7], [-0.6, -0.5, 1.3], [-1.3, -3.1, 0.1], [-1.0, 0.9, 0.4], [0.3, -2.4, 2.9], [-4.3, -0.4, -1.5], [-0.8, 1.6, 2.3], [1.0, -1.0, -0.8], [0.4, -0.2, -0.4], [1.0, -1.1, -1.2], [1.3, 1.7, -0.7], [-0.3, 0.3, 0.9], [0.0, -0.3, 0.4], [0.9, 1.9, -0.9], [0.4, 0.1, -0.5], [0.6, 1.4, -1.4], [-1.0, 0.6, -1.3], [-0.6, -0.7, -0.3], [-0.2, -0.2, 0.1]],
  "lowdin_charge": [-0.07, -0.07, -0.21, -0.28, 0.20, 0.27, -0.19, 0.02, 0.05, 0.11, 0.05, 0.10, 0.13, 0.16, 0.17, 0.19, 0.12, 0.15, 0.11]
}

{
  "formula": "C4H10N4",
  "method": "wB97M-V/def2-TZVPD",
  "e_tot_ev": -10268.270,
  "smiles": "[H]/N=C(/N)N(C)C(=C)N",
  "relative_energy_kj_mol": 249.0,
  "lumo_energy_ev": 0.8,
  "homo_ev": -8.31,
  "molar_mass_g_mol": 114.2,
  "elements": ["C", "N", "C", "C", "N", "N", "C", "N", "H", "H", "H", "H", "H", "H", "H", "H", "H", "H"],
  "xyz": [[1.758, -0.728, -0.137], [0.563, 0.095, -0.194], [-0.023, 0.305, -1.398], [-0.568, 0.082, 0.855], [-1.298, -0.272, -1.303], [-1.077, 1.337, 1.174], [-0.682, -0.903, 1.780], [0.265, 1.097, -2.363], [-2.033, 0.323, -1.673], [-1.538, -1.215, -1.028], [-0.908, 2.004, 0.427], [-0.668, 1.756, 2.002], [1.175, 1.519, -2.166], [2.579, -0.250, -0.683], [2.085, -0.855, 0.902], [1.619, -1.716, -0.588], [-0.374, -1.920, 1.576], [-0.875, -0.658, 2.817]],
  "forces_ev_per_angstrom": [[0.4, -0.1, 0.5], [-0.6, -0.5, 2.5], [-2.3, 0.3, -1.2], [3.5, -1.3, 1.9], [-1.3, 1.4, -1.7], [-0.1, 1.4, -0.8], [0.8, 0.2, -1.0], [0.6, -0.9, 0.4], [0.1, -0.8, -0.4], [0.5, 0.4, 0.1], [-0.1, -0.1, 0.0], [0.0, -0.4, 0.1], [-0.2, 0.2, 0.0], [-0.2, 0.1, 0.1], [-0.2, 0.1, -0.3], [-0.1, -0.1, 0.1], [0.5, 0.1, 0.0], [-1.0, -0.1, -0.2]],
  "lowdin_charge": [-0.06, -0.08, -0.58, -0.41, 0.12, 0.08, 0.02, 0.13, 0.11, 0.11, 0.08, 0.09, 0.04, 0.08, 0.09, 0.08, 0.05, 0.05]
}

{
  "formula": "C4H10N4",
  "method": "wB97M-V/def2-TZVPD",
  "e_tot_ev": -10264.805,
  "smiles": "NC[C@H]1NN=C[C@H]1N",
  "relative_energy_kj_mol": 583.4,
  "lumo_energy_ev": 0.6,
  "homo_ev": -8.01,
  "molar_mass_g_mol": 114.2,
  "elements": ["C", "C", "C", "C", "H", "H", "H", "H", "H", "H", "H", "H", "H", "H", "N", "N", "N", "N"],
  "xyz": [[0.827, -0.155, -1.195], [0.696, 0.661, 0.078], [-1.355, 0.506, 1.375], [0.113, -0.101, 1.288], [-0.170, -1.680, -2.406], [-1.197, 0.025, -2.220], [1.617, -0.809, -0.851], [1.296, 0.758, -1.678], [1.622, 1.380, 0.355], [-0.562, 1.743, -1.069], [-2.027, -0.210, 1.815], [0.538, 0.293, 2.213], [1.069, -1.568, 1.717], [-0.300, -1.663, 0.525], [-0.497, -0.701, -1.672], [-0.315, 1.558, -0.114], [-1.486, 1.312, 0.421], [0.131, -1.350, 1.417]],
  "forces_ev_per_angstrom": [[0.6, 2.8, 0.4], [1.5, -0.1, 2.3], [2.4, -2.6, -0.8], [-1.3, 10.9, 2.6], [-1.7, 4.4, 2.6], [2.9, -2.5, 1.6], [-0.1, -1.2, -1.2], [-0.3, -1.8, -1.4], [-1.2, -2.5, -0.7], [0.7, 0.7, -0.5], [-1.0, 0.8, 0.4], [0.6, 0.7, 0.1], [-0.1, -1.7, -0.7], [1.1, -1.5, 0.8], [1.0, -2.2, -3.3], [-1.5, 4.5, -3.1], [-3.3, 0.0, 1.7], [-0.3, -8.6, -0.8]],
  "lowdin_charge": [-0.27, -0.35, -0.08, -0.50, 0.19, 0.13, 0.10, 0.12, 0.18, 0.11, 0.10, 0.14, 0.11, 0.11, -0.05, -0.10, 0.02, 0.06]
}

{
  "formula": "C4H10N4",
  "method": "wB97M-V/def2-TZVPD",
  "e_tot_ev": -10268.901,
  "smiles": "[H]/N=C\\[C@H](C)/C(N)=N\\N",
  "relative_energy_kj_mol": 188.1,
  "lumo_energy_ev": 0.9,
  "homo_ev": -7.97,
  "molar_mass_g_mol": 114.2,
  "elements": ["C", "N", "C", "N", "N", "C", "C", "N", "H", "H", "H", "H", "H", "H", "H", "H", "H", "H"],
  "xyz": [[0.427, 1.044, 1.309], [-1.094, -1.307, -0.400], [-1.089, -0.036, -0.356], [-0.319, -2.143, 0.366], [-2.246, 0.644, -0.671], [1.310, -0.032, -0.845], [0.176, 0.778, -0.174], [2.479, -0.245, -0.424], [0.668, -1.889, 0.372], [-0.416, -3.084, 0.003], [-3.019, 0.033, -0.893], [-2.156, 1.457, -1.260], [2.621, -0.050, 0.566], [1.149, -0.222, -1.907], [0.060, 1.720, -0.723], [-0.420, 1.576, 1.736], [0.543, 0.110, 1.857], [1.325, 1.646, 1.443]],
  "forces_ev_per_angstrom": [[0.1, 0.2, -0.2], [-2.4, -0.3, 0.4], [1.2, -0.3, -0.8], [1.1, 0.1, -0.1], [-0.1, 0.2, -0.1], [0.2, 2.0, -0.3], [0.0, -1.1, 0.8], [0.1, -0.8, 0.1], [0.0, -0.2, 0.0], [0.0, 0.2, 0.0], [0.0, 0.1, 0.0], [-0.1, -0.1, -0.1], [-0.2, 0.4, 0.0], [-0.2, -0.3, 0.0], [0.2, -0.1, 0.0], [0.0, 0.1, 0.0], [0.0, -0.1, 0.0], [0.0, 0.0, 0.1]],
  "lowdin_charge": [-0.07, -0.03, -0.45, 0.01, 0.12, -0.24, -0.28, 0.10, 0.05, 0.08, 0.09, 0.08, 0.04, 0.11, 0.14, 0.08, 0.08, 0.08]
}

{
  "formula": "C4H10N4",
  "method": "wB97M-V/def2-TZVPD",
  "e_tot_ev": -10263.808,
  "relative_energy_kj_mol": 679.5,
  "lumo_energy_ev": [0.5, 0.5],
  "homo_ev": [-7.10, -7.04],
  "molar_mass_g_mol": 114.2,
  "elements": ["C", "C", "C", "C", "N", "N", "N", "N", "H", "H", "H", "H", "H", "H", "H", "H", "H", "H"],
  "xyz": [[0.286, 2.677, 1.224], [-1.305, -2.189, -1.173], [0.043, 1.415, 0.896], [-1.222, -0.832, -1.415], [1.334, 1.398, -1.043], [0.744, -1.239, 1.121], [0.835, 0.689, -0.089], [1.163, -0.550, 0.082], [-0.430, 3.197, 1.772], [1.089, 3.357, 0.942], [-1.897, -2.652, -0.523], [-0.576, -2.960, -1.562], [-0.572, 0.751, 1.412], [-1.868, -0.158, -0.873], [-0.470, -0.394, -2.018], [1.841, 0.862, -1.636], [-0.134, -1.130, 1.750], [1.140, -2.245, 1.132]],
  "forces_ev_per_angstrom": [[0.5, -0.1, -0.9], [3.8, 3.1, -3.2], [1.9, 0.3, -0.9], [-0.8, -3.7, 1.2], [-2.3, 3.3, 1.5], [-1.0, -3.3, 3.7], [1.1, -1.0, 1.6], [0.1, 1.4, -1.8], [-1.1, 0.3, 1.6], [-0.1, -0.8, -0.8], [-3.0, -1.2, 2.7], [-0.6, 1.4, -0.1], [-1.6, -0.3, 0.5], [-0.3, 0.1, -0.1], [0.5, 0.2, -0.7], [2.1, -2.5, -2.0], [2.0, 0.1, -2.0], [-1.2, 2.7, -0.3]],
  "lowdin_charge": [0.07, -0.06, -0.11, -0.07, 0.06, -0.05, -0.32, -0.05, 0.04, 0.08, -0.02, 0.07, 0.07, 0.04, 0.02, -0.01, 0.13, 0.13]
}

{
  "formula": "C4H10N4",
  "method": "wB97M-V/def2-TZVPD",
  "e_tot_ev": -10267.037,
  "smiles": "C[C@@H]1CN1/N=C\\NN",
  "relative_energy_kj_mol": 367.9,
  "lumo_energy_ev": 1.1,
  "homo_ev": -8.10,
  "molar_mass_g_mol": 114.2,
  "elements": ["C", "C", "C", "C", "H", "H", "H", "H", "H", "H", "H", "H", "H", "H", "N", "N", "N", "N"],
  "xyz": [[-2.692, 0.916, -0.411], [-1.783, -0.320, -0.244], [-1.230, -0.786, 1.067], [1.654, -0.812, -0.587], [-2.111, 1.695, -0.959], [-3.043, 1.214, 0.584], [-3.602, 0.555, -0.969], [-1.997, -1.154, -0.928], [-1.310, -0.136, 1.961], [-1.051, -1.836, 1.179], [2.349, -1.505, -1.124], [1.464, 1.004, 0.152], [3.830, 0.456, 1.090], [3.740, 1.223, -0.413], [-0.301, -0.129, 0.113], [0.367, -1.084, -0.662], [2.144, 0.263, 0.013], [3.569, 0.438, 0.137]],
  "forces_ev_per_angstrom": [[0.2, -1.3, -0.2], [0.3, 0.4, 1.0], [0.3, 1.4, -0.1], [-1.6, -2.3, -1.7], [-0.9, -0.4, 0.5], [0.2, 0.5, -0.3], [0.9, 0.7, 0.3], [0.6, 0.6, 0.1], [-0.3, -0.8, -0.5], [-0.1, -0.4, 0.3], [-0.5, 0.7, 0.7], [0.4, 0.0, 0.4], [0.3, 0.5, 0.9], [1.2, 1.6, -0.4], [-3.3, 0.1, -1.0], [3.3, -0.4, 0.1], [1.6, 0.6, 0.9], [-2.6, -1.7, -1.1]],
  "lowdin_charge": [-0.07, -0.30, -0.11, -0.24, 0.08, 0.06, 0.08, 0.12, 0.11, 0.09, 0.13, 0.13, 0.06, 0.05, -0.14, -0.02, -0.09, 0.05]
}